Record 1
Entry from the Open Molecules 2025 dataset: a molecular structure, C50H112F6K2NO28S2 in a non-equilibrium geometry (the ωB97M-V functional and the def2-TZVPD basis).

The HOMO energy comes out at -10.39 eV. The net charge is +1. The calculation puts the largest force on an atom at 2.43 eV Å⁻¹. For the total energy, the calculation gives -183090.9851 eV.

Last column: Löwdin charge in e.
Positions of all 201 atoms, in Å:
K -18.050 -24.160 12.720  0.899
K -11.655 -23.013 12.502  0.808
C -14.292 -19.896 12.216  -0.663
F -13.723 -18.723 12.357  0.179
F -15.480 -19.688 11.695  0.164
F -13.597 -20.724 11.425  0.091
S -14.541 -20.705 13.935  0.638
O -13.714 -19.972 14.851  -0.274
O -15.955 -20.642 14.159  -0.280
N -13.935 -22.281 13.759  -0.372
S -14.667 -23.018 14.986  0.547
O -14.774 -22.304 16.217  -0.264
O -15.901 -23.665 14.599  -0.344
C -13.425 -24.360 15.387  -0.663
F -12.292 -23.764 15.774  0.129
F -13.817 -25.107 16.397  0.166
F -13.140 -25.164 14.338  0.089
C -16.403 -22.252 9.986  -0.106
O -16.065 -23.329 10.838  -0.260
C -15.204 -24.272 10.158  -0.141
C -15.019 -25.564 10.954  -0.207
O -16.202 -25.912 11.596  -0.181
C -15.998 -27.121 12.337  -0.160
C -17.319 -27.739 12.776  -0.171
O -17.982 -26.866 13.688  -0.266
C -19.097 -27.408 14.376  -0.079
H -15.578 -21.544 9.865  0.071
H -17.216 -21.687 10.442  0.088
H -16.703 -22.582 8.986  0.102
H -14.284 -23.678 10.151  0.127
H -15.638 -24.506 9.186  0.131
H -14.131 -25.556 11.605  0.122
H -14.725 -26.302 10.190  0.137
H -15.384 -26.849 13.204  0.133
H -15.398 -27.880 11.824  0.139
H -17.043 -28.600 13.393  0.137
H -17.922 -28.067 11.927  0.138
H -19.759 -27.876 13.640  0.095
H -19.594 -26.611 14.921  0.094
H -18.815 -28.201 15.075  0.097
C -13.281 -12.704 18.220  -0.130
O -13.395 -14.077 17.941  -0.164
C -14.747 -14.487 18.103  -0.201
C -14.953 -15.868 17.519  -0.191
O -13.830 -16.678 17.789  -0.107
C -14.065 -18.046 17.624  -0.203
C -12.764 -18.817 17.665  -0.221
O -12.095 -18.573 18.876  -0.150
C -10.945 -19.338 19.035  -0.128
H -13.849 -12.122 17.482  0.087
H -12.245 -12.426 18.007  0.088
H -13.487 -12.350 19.234  0.090
H -15.363 -13.745 17.582  0.119
H -15.099 -14.451 19.139  0.128
H -15.146 -15.907 16.439  0.124
H -15.840 -16.304 18.002  0.126
H -14.618 -18.339 16.726  0.109
H -14.639 -18.448 18.471  0.131
H -12.122 -18.628 16.792  0.114
H -13.003 -19.885 17.560  0.120
H -10.475 -19.526 18.059  0.074
H -11.049 -20.345 19.471  0.083
H -10.232 -18.869 19.715  0.089
C -8.370 -27.790 17.255  -0.109
O -8.379 -27.099 16.040  -0.193
C -8.936 -25.812 15.996  -0.191
C -8.532 -25.168 14.669  -0.184
O -8.872 -23.803 14.769  -0.180
C -7.905 -22.863 14.280  -0.155
C -8.455 -21.455 14.472  -0.186
O -9.761 -21.347 13.940  -0.252
C -10.310 -20.064 14.246  -0.074
H -7.649 -28.604 17.166  0.094
H -9.329 -28.303 17.411  0.075
H -8.141 -27.255 18.181  0.094
H -8.476 -25.214 16.789  0.133
H -10.024 -25.767 16.128  0.123
H -8.951 -25.631 13.771  0.122
H -7.438 -25.251 14.632  0.131
H -7.734 -23.102 13.226  0.131
H -7.038 -23.038 14.921  0.137
H -7.776 -20.838 13.873  0.131
H -8.489 -21.253 15.545  0.140
H -10.651 -19.937 15.276  0.085
H -11.186 -20.045 13.593  0.073
H -9.743 -19.158 14.014  0.095
C -17.125 -25.042 18.189  -0.130
O -16.674 -24.108 19.118  -0.138
C -15.294 -23.862 19.062  -0.209
C -15.002 -22.580 19.847  -0.224
O -15.120 -22.766 21.226  -0.106
C -14.711 -21.608 21.957  -0.172
C -13.866 -22.099 23.146  -0.221
O -14.601 -22.995 23.913  -0.169
C -13.938 -23.936 24.715  -0.109
H -18.117 -25.440 18.398  0.086
H -16.527 -25.972 18.257  0.086
H -17.016 -24.843 17.113  0.075
H -14.826 -23.742 18.089  0.082
H -14.743 -24.596 19.671  0.137
H -15.654 -21.810 19.410  0.130
H -14.000 -22.279 19.503  0.125
H -15.622 -21.187 22.401  0.127
H -14.269 -20.794 21.382  0.122
H -13.682 -21.182 23.721  0.126
H -12.945 -22.498 22.713  0.127
H -14.526 -24.002 25.630  0.088
H -13.001 -23.532 25.130  0.084
H -13.676 -24.895 24.270  0.086
C -20.142 -19.774 10.410  -0.125
O -18.786 -19.674 10.093  -0.190
C -18.526 -19.190 8.769  -0.179
C -17.087 -18.980 8.455  -0.191
O -16.623 -17.811 9.133  -0.115
C -15.499 -17.264 8.454  -0.205
C -14.916 -16.093 9.229  -0.200
O -15.815 -15.019 9.371  -0.177
C -15.901 -14.117 8.283  -0.096
H -20.196 -20.283 11.377  0.086
H -20.660 -20.547 9.815  0.085
H -20.777 -18.889 10.423  0.090
H -19.071 -18.251 8.680  0.134
H -18.923 -19.954 8.089  0.129
H -17.006 -18.936 7.365  0.132
H -16.435 -19.784 8.808  0.108
H -15.870 -16.873 7.489  0.118
H -14.822 -18.029 8.053  0.121
H -13.969 -15.792 8.772  0.123
H -14.878 -16.420 10.272  0.130
H -15.922 -14.625 7.316  0.080
H -15.053 -13.424 8.287  0.088
H -16.806 -13.535 8.435  0.090
C -21.204 -15.178 10.511  -0.130
O -20.338 -15.443 11.599  -0.152
C -21.132 -15.505 12.767  -0.232
C -20.360 -15.627 14.049  -0.221
O -19.587 -16.807 14.093  -0.132
C -18.637 -16.728 15.173  -0.174
C -17.932 -18.051 15.341  -0.215
O -18.622 -18.912 16.209  -0.152
C -17.829 -19.869 16.880  -0.102
H -20.873 -15.678 9.603  0.077
H -21.214 -14.102 10.295  0.088
H -22.277 -15.371 10.602  0.085
H -21.784 -16.389 12.724  0.131
H -21.718 -14.585 12.894  0.131
H -21.086 -15.671 14.874  0.134
H -19.694 -14.759 14.176  0.131
H -19.085 -16.412 16.119  0.133
H -17.922 -15.992 14.792  0.127
H -16.907 -17.781 15.643  0.109
H -17.735 -18.518 14.368  0.124
H -17.220 -20.495 16.222  0.064
H -18.584 -20.564 17.263  0.089
H -17.248 -19.610 17.770  0.084
C -13.135 -29.796 16.570  -0.103
O -12.346 -29.901 15.403  -0.177
C -11.605 -28.717 15.157  -0.190
C -10.345 -29.099 14.394  -0.160
O -10.476 -29.893 13.209  -0.144
C -9.344 -29.936 12.382  -0.205
C -9.691 -30.824 11.160  -0.238
O -10.195 -32.039 11.599  -0.163
C -10.627 -32.851 10.515  -0.091
H -13.568 -30.761 16.829  0.090
H -13.931 -29.053 16.459  0.085
H -12.457 -29.558 17.400  0.088
H -11.247 -28.350 16.126  0.101
H -12.267 -27.974 14.708  0.117
H -9.652 -29.655 15.028  0.132
H -9.859 -28.213 13.972  0.109
H -8.569 -30.348 13.040  0.130
H -8.992 -28.983 11.963  0.120
H -8.778 -30.901 10.557  0.125
H -10.365 -30.169 10.592  0.122
H -9.794 -33.005 9.823  0.088
H -11.487 -32.386 10.026  0.088
H -10.903 -33.819 10.928  0.089
C -5.050 -14.818 8.688  -0.106
O -5.957 -15.512 9.509  -0.172
C -5.364 -16.312 10.482  -0.229
C -6.425 -17.017 11.334  -0.164
O -7.245 -17.714 10.400  -0.127
C -8.113 -18.614 11.031  -0.210
C -9.227 -19.006 10.081  -0.228
O -10.166 -18.000 9.876  -0.160
C -11.294 -18.351 9.124  -0.099
H -4.221 -15.434 8.326  0.089
H -4.629 -14.038 9.342  0.090
H -5.464 -14.267 7.847  0.087
H -4.601 -15.751 11.034  0.128
H -4.809 -17.156 10.047  0.125
H -7.025 -16.287 11.882  0.135
H -5.919 -17.804 11.903  0.127
H -8.539 -18.303 11.990  0.121
H -7.559 -19.557 11.170  0.126
H -9.715 -19.926 10.449  0.112
H -8.809 -19.363 9.127  0.133
H -11.925 -19.065 9.673  0.073
H -10.974 -18.799 8.176  0.095
H -11.892 -17.458 8.962  0.081

Record 2
Entry from the Open Molecules 2025 dataset: 5 unconnected molecules or ions with the total composition C50H113N2OP2 in a non-equilibrium geometry (the ωB97M-V functional and the def2-TZVPD basis).

The HOMO energy comes out at -14.52 eV. The net charge is +3. Its energy above the lowest of the compared OMol25 structures with the same formula, charge and spin is 341.4 kJ/mol. The calculation puts the largest force on an atom at 2.80 eV Å⁻¹. For the total energy, the calculation gives -77260.8336 eV.

Last column: Löwdin charge in e.
Positions of all 168 atoms, in Å:
O -0.348 -0.633 -0.208  -0.431
H -0.907 -1.344 -0.578  -0.161
C 2.445 4.423 2.109  -0.099
C 1.941 3.017 2.292  -0.285
C 0.659 3.005 3.053  -0.239
C -0.007 1.632 2.962  -0.237
P -1.805 1.661 2.433  1.105
C -1.631 2.290 0.691  -0.236
C -2.368 3.584 0.318  -0.233
C -1.762 5.019 0.530  -0.217
C -0.571 5.117 -0.399  -0.116
C -2.697 0.041 2.280  -0.255
C -2.702 -0.942 3.484  -0.223
C -3.120 -2.386 3.219  -0.247
C -4.569 -2.548 2.741  -0.090
C -2.838 2.817 3.480  -0.235
C -2.869 2.484 5.014  -0.210
C -3.621 3.537 5.892  -0.256
C -3.614 3.327 7.377  -0.121
H 3.320 4.294 1.472  0.067
H 2.669 4.854 3.085  0.096
H 1.861 5.180 1.585  0.070
H 2.807 2.562 2.774  0.107
H 1.703 2.562 1.331  0.093
H 0.135 3.825 2.562  0.097
H 0.798 3.310 4.090  0.132
H 0.078 1.155 3.938  0.091
H 0.449 0.963 2.232  0.074
H -2.017 1.480 0.072  0.050
H -0.601 2.274 0.335  0.069
H -3.346 3.622 0.798  0.097
H -2.752 3.612 -0.702  0.086
H -1.532 5.116 1.591  0.088
H -2.441 5.806 0.203  0.121
H -0.021 6.056 -0.347  0.086
H -0.902 4.860 -1.406  0.083
H 0.115 4.296 -0.190  0.042
H -2.004 -0.395 1.560  0.040
H -3.681 0.125 1.818  0.093
H -3.167 -0.570 4.397  0.104
H -1.650 -1.032 3.754  0.094
H -2.833 -2.959 4.101  0.116
H -2.576 -2.918 2.439  0.078
H -4.766 -3.525 2.299  0.066
H -4.894 -1.856 1.963  0.056
H -5.300 -2.494 3.547  0.085
H -3.828 2.729 3.032  0.093
H -2.462 3.817 3.264  0.083
H -1.822 2.532 5.316  0.095
H -3.132 1.465 5.301  0.097
H -4.647 3.457 5.533  0.109
H -3.383 4.594 5.767  0.114
H -4.129 2.406 7.651  0.076
H -4.064 4.101 7.998  0.084
H -2.666 3.218 7.903  0.076
C 5.720 1.217 2.543  -0.098
C 4.710 0.505 1.710  -0.284
C 4.468 1.006 0.233  -0.159
C 3.236 0.264 -0.542  -0.238
P 2.703 0.917 -2.184  1.060
C 1.900 2.577 -2.063  -0.255
C 2.744 3.856 -1.702  -0.198
C 2.189 5.156 -2.405  -0.241
C 2.707 6.440 -1.795  -0.108
C 4.208 1.251 -3.240  -0.224
C 5.023 -0.101 -3.566  -0.222
C 4.580 -1.003 -4.707  -0.240
C 4.810 -0.531 -6.219  -0.057
C 1.504 -0.231 -2.991  -0.267
C 1.094 -0.004 -4.493  -0.207
C -0.046 -0.938 -4.944  -0.229
C 0.206 -2.500 -4.933  -0.076
H 6.742 1.154 2.167  0.093
H 5.628 0.876 3.574  0.084
H 5.340 2.228 2.692  0.073
H 3.785 0.516 2.285  0.078
H 4.934 -0.559 1.626  0.099
H 5.335 0.722 -0.363  0.099
H 4.394 2.078 0.054  0.090
H 2.356 0.194 0.096  0.061
H 3.441 -0.780 -0.783  0.064
H 0.981 2.453 -1.489  0.069
H 1.466 2.829 -3.031  0.088
H 3.775 3.687 -2.010  0.093
H 2.654 3.968 -0.621  0.068
H 1.105 5.219 -2.505  0.089
H 2.627 5.074 -3.399  0.112
H 2.218 7.240 -2.351  0.082
H 3.754 6.740 -1.835  0.084
H 2.427 6.621 -0.757  0.062
H 4.743 1.986 -2.638  0.065
H 4.178 1.785 -4.190  0.101
H 5.045 -0.668 -2.636  0.084
H 6.028 0.284 -3.743  0.117
H 3.517 -1.216 -4.590  0.057
H 5.061 -1.957 -4.492  0.110
H 4.484 0.492 -6.406  0.068
H 4.044 -1.182 -6.641  0.056
H 5.664 -0.917 -6.775  0.077
H 0.633 0.006 -2.379  0.047
H 1.626 -1.254 -2.634  0.086
H 1.956 -0.017 -5.160  0.092
H 0.704 1.012 -4.433  0.101
H -0.391 -0.669 -5.942  0.114
H -0.860 -0.585 -4.312  0.071
H -0.381 -3.140 -5.591  0.077
H 0.190 -2.995 -3.962  0.041
H 1.220 -2.495 -5.333  0.069
C 0.659 -5.910 -2.441  -0.078
C 1.188 -6.171 -0.971  -0.218
C 1.239 -4.914 -0.079  -0.167
C 2.159 -5.050 1.233  -0.078
N 2.035 -3.891 2.224  -0.197
C 3.203 -3.795 3.262  -0.082
C 2.550 -4.230 4.545  -0.123
C 1.054 -3.744 4.393  -0.136
C 0.722 -4.031 2.935  -0.133
C 2.040 -2.509 1.386  0.034
H -0.338 -5.469 -2.450  0.043
H 0.478 -6.911 -2.833  0.079
H 1.300 -5.273 -3.052  0.069
H 2.250 -6.370 -1.109  0.103
H 0.882 -7.133 -0.559  0.115
H 0.245 -4.553 0.184  0.094
H 1.641 -4.041 -0.593  0.093
H 3.222 -5.004 0.994  0.127
H 2.005 -5.978 1.784  0.137
H 3.652 -2.802 3.236  0.119
H 4.138 -4.293 3.004  0.138
H 2.941 -3.698 5.413  0.127
H 2.555 -5.298 4.762  0.127
H 1.040 -2.671 4.585  0.107
H 0.442 -4.177 5.185  0.125
H -0.060 -3.426 2.475  0.116
H 0.277 -5.022 3.025  0.141
H 2.852 -2.500 0.659  0.089
H 2.154 -1.691 2.099  0.093
H 1.161 -2.428 0.747  0.051
C -5.353 2.302 -3.595  -0.081
C -4.170 1.726 -2.862  -0.284
C -4.624 0.498 -2.048  -0.150
C -3.411 -0.390 -1.497  -0.076
N -3.536 -1.887 -1.886  -0.198
C -4.957 -2.486 -1.441  -0.046
C -4.720 -3.963 -1.087  -0.155
C -3.252 -4.140 -0.874  -0.157
C -2.643 -2.699 -0.965  -0.112
C -3.286 -2.166 -3.350  0.047
H -5.203 3.306 -3.993  0.089
H -6.179 2.227 -2.888  0.084
H -5.550 1.621 -4.423  0.083
H -3.627 2.475 -2.284  0.084
H -3.306 1.403 -3.444  0.099
H -5.198 -0.080 -2.773  0.100
H -5.256 0.918 -1.266  0.117
H -3.065 -0.206 -0.480  0.079
H -2.505 -0.143 -2.051  0.106
H -5.689 -2.377 -2.240  0.132
H -5.286 -1.888 -0.591  0.121
H -5.007 -4.480 -2.003  0.123
H -5.251 -4.270 -0.187  0.123
H -2.888 -4.880 -1.586  0.108
H -3.143 -4.669 0.073  0.115
H -1.586 -2.837 -1.190  0.115
H -2.755 -2.303 0.044  0.110
H -3.324 -3.219 -3.630  0.119
H -2.204 -2.167 -3.480  0.076
H -3.824 -1.477 -4.000  0.121

- Which formula does entry 1 have?
  C50H112F6K2NO28S2

- What is the largest force on an atom in the second record?
  2.80 eV Å⁻¹